[1]
C25H43Cl3MnN5O4Si | ωB97M-V/def2-TZVPD

## Properties
**Spin multiplicity**: 5
**E_HOMO (spin up / spin down)**: -0.294 / -0.299 hartree
**E_LUMO (spin up / spin down)**: -0.94 / 0.36 eV
**Expectation value of S²**: 6.118
**Gap between HOMO and LUMO (spin up / spin down)**: 0.2599 / 0.3126 Eh

Each line ends with the Mulliken spin population.
Cartesian coordinates (Å):
C (-1.569, -1.919, -3.650)  -0.01
C (-1.083, -2.867, -2.605)  0.00
H (-1.331, -2.272, -4.659)  0.00
H (-1.141, -0.912, -3.508)  0.01
H (-2.668, -1.839, -3.573)  0.00
C (-0.623, -4.111, -2.852)  0.00
C (-0.381, -4.689, -4.203)  0.00
H (-0.412, -4.788, -2.027)  0.00
H (-0.534, -3.990, -5.034)  0.00
H (-1.057, -5.540, -4.362)  0.00
H (0.644, -5.084, -4.283)  0.00
Mn (0.033, 0.326, -0.546)  4.03
Cl (-2.208, 0.596, -0.437)  0.01
Cl (0.276, 1.405, -2.590)  0.15
H (0.568, 4.608, 3.145)  0.00
H (-1.422, 5.765, 1.966)  0.00
C (0.926, 4.311, 2.154)  0.00
C (-0.996, 5.402, 1.020)  0.00
N (-0.202, 4.199, 1.243)  0.00
H (1.444, 3.353, 2.215)  0.00
C (-0.392, 3.077, 0.546)  0.00
O (0.406, 2.103, 0.595)  0.00
H (-1.805, 5.170, 0.319)  0.00
H (-1.303, 3.032, -0.068)  0.00
H (1.614, 5.089, 1.802)  0.00
H (-0.368, 6.206, 0.604)  0.00
H (1.572, -1.763, -3.374)  0.00
H (2.561, -3.764, -1.835)  0.00
C (2.466, -1.210, -3.042)  0.00
C (3.362, -3.038, -1.633)  0.00
N (2.859, -1.673, -1.721)  -0.01
H (2.226, -0.139, -3.013)  0.00
C (2.679, -0.949, -0.616)  0.00
O (2.067, 0.142, -0.539)  0.01
H (3.754, -3.203, -0.623)  0.00
H (3.099, -1.410, 0.285)  0.00
H (3.294, -1.423, -3.733)  0.00
H (4.156, -3.181, -2.374)  0.00
O (-0.043, -1.474, -1.072)  -0.21
C (-1.117, -2.319, -1.193)  -0.02
C (0.117, -3.961, 0.262)  0.00
C (-1.090, -3.359, -0.072)  0.00
H (1.029, -3.631, -0.246)  0.00
C (0.157, -4.950, 1.247)  0.00
H (-2.057, -1.755, -1.105)  -0.01
C (-2.267, -3.721, 0.588)  0.00
H (1.117, -5.373, 1.531)  0.00
C (-1.030, -5.383, 1.837)  0.00
C (-2.242, -4.767, 1.515)  0.00
H (-3.187, -3.173, 0.359)  0.00
H (-1.005, -6.195, 2.557)  0.00
H (-3.164, -5.095, 1.993)  0.00
Si (-0.440, 3.945, -4.572)  0.00
Cl (-0.792, 2.049, -5.451)  0.00
C (1.406, 4.210, -4.317)  0.00
C (-1.624, 4.286, -3.162)  0.00
C (-0.892, 5.120, -5.996)  0.00
H (1.861, 3.406, -3.723)  0.00
H (1.599, 5.173, -3.822)  0.00
H (1.881, 4.243, -5.310)  0.00
H (-0.178, 4.993, -6.816)  0.00
H (-0.893, 6.175, -5.706)  0.00
H (-1.885, 4.878, -6.389)  0.00
H (-1.539, 3.546, -2.354)  0.00
H (-2.656, 4.260, -3.549)  0.00
H (-1.444, 5.294, -2.759)  0.00
C (1.847, -3.222, 4.041)  0.00
N (0.946, -2.121, 3.735)  0.00
C (0.197, -1.556, 4.706)  0.00
C (-0.667, -0.568, 4.367)  0.00
C (-0.716, -0.170, 2.993)  0.01
N (0.093, -0.663, 2.054)  0.01
C (0.975, -1.625, 2.420)  0.01
O (1.809, -2.171, 1.661)  0.00
N (-1.602, 0.775, 2.623)  0.00
H (1.521, -4.128, 3.513)  0.00
H (1.841, -3.404, 5.122)  0.00
H (2.858, -2.971, 3.709)  0.00
H (0.343, -1.953, 5.719)  0.00
H (-1.339, -0.109, 5.082)  0.00
H (-2.311, 1.057, 3.284)  0.00
H (-1.828, 0.859, 1.617)  0.00

***

[2]
C25H43ClN5NaO3P | ωB97M-V/def2-TZVPD

## Properties
**Spin multiplicity**: 1
**E_HOMO**: -0.150 hartree
**E_LUMO**: 2.30 eV
**Gap between HOMO and LUMO**: 0.2347 Eh
**Charge**: -1

Each line ends with the Mulliken charge.
Cartesian coordinates (Å):
Na (1.254, 2.376, -0.651)  0.94
O (3.690, 0.414, -0.839)  -0.40
C (3.943, -0.466, 0.240)  -0.19
C (5.087, -0.015, 1.139)  -0.88
C (4.833, 1.341, 1.797)  -0.06
C (3.563, 1.318, 2.601)  0.26
C (3.496, 0.731, 3.862)  -0.66
C (2.278, 0.704, 4.518)  -0.46
C (1.170, 1.239, 3.881)  -0.79
C (1.329, 1.779, 2.611)  -0.29
N (2.504, 1.835, 1.993)  0.10
H (4.508, 0.549, -1.328)  0.26
H (4.132, -1.484, -0.132)  0.34
H (3.007, -0.495, 0.800)  0.18
H (6.018, 0.026, 0.561)  0.38
H (5.240, -0.783, 1.905)  0.40
H (4.721, 2.112, 1.034)  -0.48
H (5.683, 1.621, 2.425)  0.49
H (4.388, 0.313, 4.311)  0.44
H (2.193, 0.263, 5.504)  0.41
H (0.193, 1.229, 4.342)  0.41
H (0.475, 2.133, 2.049)  0.67
N (-0.333, 1.115, -0.050)  -0.98
P (-1.251, -0.050, -0.341)  -1.00
N (-0.452, -1.501, -0.737)  0.82
C (-1.153, -2.704, -1.155)  0.06
C (-0.259, -3.926, -0.967)  -1.15
C (0.988, -3.834, -1.855)  -0.64
C (1.412, -2.371, -2.049)  -0.81
C (0.991, -1.524, -0.858)  0.04
N (-2.401, 0.036, -1.613)  0.70
C (-1.831, 0.109, -2.947)  -0.36
C (-2.866, -0.385, -3.964)  -0.85
C (-4.281, -0.018, -3.501)  -0.65
C (-4.222, 1.285, -2.716)  -0.85
C (-3.381, 1.106, -1.444)  -0.20
N (-2.332, -0.469, 0.909)  1.11
C (-1.783, -0.395, 2.245)  -0.20
C (-2.901, -0.325, 3.296)  -0.87
C (-4.148, 0.291, 2.681)  -0.68
C (-4.682, -0.650, 1.600)  -0.97
C (-3.513, -1.296, 0.827)  -0.85
H (-1.470, -2.654, -2.210)  -0.01
H (-2.066, -2.817, -0.572)  0.19
H (-0.820, -4.839, -1.180)  0.42
H (0.032, -3.971, 0.086)  0.36
H (0.791, -4.298, -2.826)  0.34
H (1.803, -4.405, -1.400)  0.30
H (0.942, -1.957, -2.946)  0.21
H (2.491, -2.294, -2.203)  0.39
H (1.329, -0.492, -0.958)  -0.33
H (1.461, -1.922, 0.059)  0.12
H (-0.926, -0.497, -2.986)  -0.19
H (-1.517, 1.140, -3.171)  0.43
H (-2.781, -1.468, -4.089)  0.25
H (-2.659, 0.065, -4.941)  0.39
H (-4.674, -0.808, -2.855)  0.25
H (-4.962, 0.063, -4.352)  0.43
H (-5.220, 1.639, -2.445)  0.45
H (-3.784, 2.060, -3.352)  0.33
H (-4.028, 0.847, -0.604)  -0.19
H (-2.872, 2.046, -1.182)  0.22
H (-1.164, 0.502, 2.277)  -0.22
H (-1.125, -1.253, 2.459)  0.06
H (-2.553, 0.242, 4.162)  0.44
H (-3.148, -1.328, 3.663)  0.34
H (-3.886, 1.253, 2.237)  0.29
H (-4.915, 0.482, 3.438)  0.43
H (-5.337, -0.105, 0.917)  0.33
H (-5.293, -1.435, 2.058)  0.40
H (-3.779, -1.439, -0.220)  0.22
H (-3.311, -2.299, 1.243)  0.48
Cl (5.380, 5.023, 0.110)  -0.26
C (4.603, 4.194, -1.279)  -0.43
C (3.105, 3.901, -1.123)  0.87
O (2.469, 4.314, -0.149)  -0.74
O (2.685, 3.202, -2.075)  -0.85
H (5.130, 3.254, -1.419)  0.15
H (4.764, 4.821, -2.153)  0.39

***

[3]
C25H43F12NO10PS3 | ωB97M-V/def2-TZVPD

## Properties
**Spin multiplicity**: 1
**E_HOMO**: -0.214 hartree
**E_LUMO**: 1.63 eV
**Gap between HOMO and LUMO**: 0.2741 Eh
**Charge**: -1

Each line ends with the Mulliken charge.
Cartesian coordinates (Å):
C (-1.127, 3.308, -0.499)  -0.18
O (-0.257, 4.176, -1.208)  -0.48
C (-0.029, 3.692, -2.539)  -0.87
C (0.939, 2.485, -2.481)  -0.44
C (0.334, 1.168, -3.043)  0.31
C (1.285, 0.010, -2.687)  -0.33
C (0.634, -1.393, -2.652)  -0.81
C (-0.631, -1.474, -1.748)  1.38
O (-0.495, -2.537, -0.823)  -0.34
C (0.393, -2.335, 0.247)  -0.59
C (1.578, -3.355, 0.213)  -1.32
C (1.526, -4.373, 1.376)  -0.68
O (1.529, -3.757, 2.643)  -0.60
C (0.323, -5.292, 1.125)  -0.14
N (-0.039, -6.120, 2.292)  -0.71
O (0.847, -1.018, 0.377)  1.07
C (1.467, -0.752, 1.634)  -1.36
C (1.753, 0.773, 1.691)  3.32
C (1.075, 1.328, 2.973)  -2.25
C (3.261, 1.080, 1.745)  0.67
C (3.939, 1.082, 0.350)  -1.38
C (3.556, 2.448, 2.399)  -2.05
C (-1.800, -1.899, -2.661)  -1.56
O (-1.904, -1.035, -3.754)  -0.11
C (-1.918, -1.674, -5.030)  0.25
C (-1.410, -0.599, -6.035)  -1.30
P (-3.644, -2.139, -5.617)  0.15
S (-4.029, -4.046, -5.513)  -0.41
S (-3.468, -1.952, -1.870)  1.54
O (-4.014, -3.247, -2.109)  -0.69
O (-4.332, -0.975, -2.457)  -0.74
C (-3.509, -1.746, -0.021)  0.40
F (-2.882, -2.701, 0.615)  -0.22
F (-4.798, -1.922, 0.284)  -0.31
C (-3.107, -0.348, 0.548)  0.45
F (-3.028, 0.570, -0.398)  -0.33
F (-1.855, -0.477, 1.039)  -0.36
C (-3.957, 0.120, 1.751)  0.64
F (-5.141, 0.545, 1.362)  -0.31
F (-4.064, -0.833, 2.655)  -0.28
C (-3.304, 1.336, 2.507)  0.67
F (-2.335, 0.969, 3.291)  -0.24
F (-2.973, 2.309, 1.701)  -0.21
F (-4.265, 1.809, 3.303)  -0.31
H (-0.698, 2.968, 0.450)  0.10
H (-1.447, 2.430, -1.066)  -0.06
H (-2.037, 3.873, -0.256)  0.40
H (-0.986, 3.448, -3.010)  0.35
H (0.499, 4.507, -3.034)  0.36
H (1.230, 2.253, -1.455)  0.03
H (1.878, 2.709, -2.995)  0.56
H (0.306, 1.312, -4.129)  0.03
H (-0.695, 1.029, -2.712)  -0.22
H (1.842, 0.169, -1.764)  -0.43
H (2.040, -0.030, -3.482)  0.66
H (1.398, -2.063, -2.254)  0.43
H (0.435, -1.773, -3.657)  0.50
H (-0.885, -0.502, -1.319)  -0.24
H (-0.163, -2.573, 1.173)  0.67
H (1.476, -3.913, -0.725)  0.50
H (2.531, -2.824, 0.170)  0.49
H (2.430, -4.983, 1.315)  0.60
H (0.637, -3.480, 2.891)  0.36
H (-0.559, -4.740, 0.773)  -0.02
H (0.616, -5.979, 0.324)  0.29
H (0.116, -5.624, 3.166)  0.29
H (-1.046, -6.241, 2.252)  0.28
H (2.441, -1.237, 1.721)  0.24
H (0.788, -1.018, 2.450)  0.34
H (1.310, 1.293, 0.835)  -1.58
H (0.068, 0.919, 3.098)  0.41
H (0.983, 2.413, 2.966)  0.51
H (1.694, 1.024, 3.821)  0.38
H (3.807, 0.340, 2.346)  0.37
H (4.826, 1.718, 0.421)  0.55
H (4.315, 0.095, 0.061)  0.27
H (3.317, 1.535, -0.424)  0.10
H (3.389, 2.441, 3.470)  0.45
H (4.611, 2.704, 2.269)  0.49
H (3.004, 3.257, 1.914)  0.31
H (-1.588, -2.921, -2.986)  0.54
H (-1.238, -2.521, -5.127)  0.45
H (-2.218, -0.085, -6.553)  0.53
H (-0.858, -1.147, -6.807)  0.42
H (-0.689, 0.071, -5.572)  0.08
H (-4.592, -1.293, -5.005)  0.08
H (-3.643, -1.789, -6.992)  0.11
C (2.026, 5.396, 6.649)  0.59
F (0.918, 6.016, 6.192)  -0.25
F (2.401, 6.047, 7.769)  -0.25
F (1.649, 4.156, 7.028)  -0.24
S (3.372, 5.357, 5.384)  1.11
O (3.633, 6.753, 5.111)  -0.68
O (2.781, 4.626, 4.280)  -0.57
O (4.455, 4.665, 6.050)  -0.71

***

Ordered ΔE to the lowest compared entry with this formula, charge and spin results: 0.0, 13.5, 23.3; unit kcal per mole.
Ordered total energy results: -119034.8436, -66447.9137, -122990.6176; unit eV.